1.
{
  "formula": "C17H13F5N3O5Pd",
  "method": "ωB97M-V/def2-TZVPD",
  "elements": ["Pd", "O", "C", "O", "C", "C", "C", "N", "C", "C", "C", "O", "O", "H", "H", "H", "C", "C", "O", "N", "C", "C", "C", "C", "C", "C", "N", "H", "H", "H", "H", "H", "H", "H", "H", "H", "H", "F", "C", "F", "C", "F", "F", "F"],
  "coordinates": [[0.98940, 1.88164, -0.38703], [-0.79876, -5.66581, -2.77879], [-0.52672, -5.61293, -1.65830], [-0.26199, -5.57255, -0.52968], [0.23264, -2.52241, -1.83338], [-0.08378, -1.60089, -2.80437], [-0.23595, -0.26396, -2.30469], [-0.05416, 0.07314, -1.07180], [0.55203, -0.84672, -0.09377], [0.49117, -2.29112, -0.54348], [0.47933, 0.44904, 2.23108], [0.80378, -0.41428, 3.22177], [0.68974, 1.61623, 2.22156], [-0.26635, -1.83322, -3.84217], [-0.56968, 0.52025, -2.97853], [0.64678, -3.10216, 0.15006], [-3.54134, 2.54742, 0.61970], [-2.26545, 1.73844, 0.62713], [-1.21028, 2.25206, 0.29191], [-2.45580, 0.45546, 1.04896], [-1.63032, -0.72980, 1.28422], [-0.10059, -0.65312, 1.29782], [0.48869, -1.59040, 2.40591], [1.73695, -2.39940, 2.19560], [2.78733, -2.03956, 1.46378], [2.85167, -0.79923, 0.67446], [1.92006, -0.26113, -0.00427], [-3.32147, 3.53905, 0.23823], [-3.94079, 2.63090, 1.63067], [-4.29669, 2.07473, -0.00843], [-3.42211, 0.26752, 1.26762], [-1.90711, -1.50420, 0.55884], [-1.93591, -1.10274, 2.26405], [-0.27003, -2.18076, 2.91613], [1.79401, -3.32400, 2.75691], [3.68608, -2.64310, 1.48119], [3.80188, -0.26848, 0.67164], [0.03291, 4.66520, -0.59911], [1.12029, 3.95393, -0.88665], [2.17180, 4.45933, -0.21821], [1.39408, 4.01620, -2.40038], [2.50462, 3.33439, -2.69550], [0.37519, 3.47066, -3.07446], [1.54486, 5.27634, -2.80623]],
  "atomic_forces_ev_per_a": [[-0.28, 0.30, 0.24], [-0.02, 0.08, -0.19], [-0.06, -0.21, 0.04], [0.08, 0.14, 0.15], [-0.02, -0.06, -0.01], [-0.02, 0.17, 0.07], [-0.29, -0.08, -0.04], [0.60, -0.09, -0.08], [-0.02, 0.28, -0.09], [-0.08, -0.08, -0.08], [0.12, -0.03, 0.13], [-0.07, 0.00, -0.08], [-0.08, -0.08, -0.01], [-0.02, 0.00, -0.02], [0.05, 0.01, 0.00], [0.07, 0.00, 0.04], [0.03, 0.02, 0.00], [-0.10, -0.11, 0.06], [0.15, -0.05, -0.02], [0.00, 0.12, -0.05], [-0.05, -0.04, 0.00], [0.05, 0.06, 0.02], [-0.06, 0.03, 0.14], [0.01, -0.03, -0.02], [-0.03, 0.12, -0.09], [0.05, -0.10, 0.04], [-0.06, -0.11, 0.11], [0.00, 0.00, 0.00], [0.00, 0.02, 0.01], [-0.01, 0.00, -0.01], [0.02, -0.02, 0.02], [0.02, 0.03, -0.01], [0.00, 0.01, -0.02], [0.04, -0.05, -0.03], [-0.01, 0.01, 0.04], [0.02, -0.01, 0.00], [0.00, -0.01, 0.00], [-0.03, 0.01, 0.04], [-0.03, -0.39, -0.44], [0.04, -0.03, 0.06], [0.02, 0.42, 0.16], [0.05, -0.04, 0.01], [-0.07, -0.04, -0.01], [0.01, -0.13, -0.07]],
  "mulliken_spin": [1.396, 0.007, -0.005, 0.003, 0.723, 0.465, 0.032, 0.341, 0.001, 0.244, 0.008, 0.003, 0.013, 0.030, 0.007, 0.070, 0.005, -0.007, 0.037, 0.001, -0.012, 0.066, 0.006, 0.008, 0.004, -0.008, 0.110, 0.000, 0.000, 0.000, 0.000, -0.004, -0.003, -0.002, 0.002, 0.000, 0.002, 0.039, 0.388, 0.049, -0.037, 0.005, 0.003, 0.011],
  "total_charge": 1,
  "multiplicity": 5,
  "homo_lumo_gap_ev": [8.1, 7.3],
  "e_homo_ev": [-11.9, -13.0],
  "total_energy_ha": -1822.8711,
  "de_lowest_kcal_mol": 60.2
}

2.
{
  "formula": "C17H13MnN7O8Se",
  "method": "ωB97M-V/def2-TZVPD",
  "elements": ["Mn", "O", "C", "O", "C", "C", "C", "C", "C", "C", "O", "N", "O", "O", "N", "O", "O", "H", "H", "N", "C", "N", "C", "C", "O", "C", "C", "H", "H", "H", "H", "H", "H", "H", "H", "Se", "N", "C", "C", "C", "C", "N", "C", "N", "H", "H", "H"],
  "coordinates": [[-0.06521, 0.24848, 0.17937], [3.78625, -0.60225, 0.78168], [2.64876, -0.26513, 1.02695], [1.79009, 0.08019, 0.09778], [2.19203, -0.13961, 2.46676], [3.19444, -0.09759, 3.41337], [2.88542, 0.02354, 4.75769], [1.58015, 0.07461, 5.18991], [0.57217, -0.00473, 4.25319], [0.81869, -0.09100, 2.85680], [-0.16534, -0.12303, 2.02250], [-0.79974, 0.03416, 4.78932], [-1.69938, -0.46026, 4.13974], [-0.95438, 0.54188, 5.88653], [3.96219, 0.09520, 5.74816], [3.64974, 0.16048, 6.92181], [5.10623, 0.09146, 5.33870], [4.22259, -0.16382, 3.08690], [1.34462, 0.16743, 6.23861], [-1.92777, -0.26213, -0.08617], [-3.07367, -0.25485, 0.06098], [-4.36646, -0.24649, 0.22704], [-5.00325, -0.95218, 1.34967], [-5.96179, -1.97988, 0.78283], [-6.88710, -1.36226, -0.09962], [-6.23461, -0.78173, -1.21340], [-5.28479, 0.31453, -0.76594], [-5.55141, -0.21566, 1.94117], [-4.23273, -1.40286, 1.97261], [-6.54113, -2.44461, 1.57812], [-5.40374, -2.75924, 0.24888], [-7.01044, -0.37306, -1.85903], [-5.68075, -1.55091, -1.76676], [-5.85006, 1.12225, -0.29334], [-4.71019, 0.71751, -1.59836], [-3.40612, 3.98624, -1.02053], [-2.13942, 5.19658, -0.81133], [-1.03459, 4.52988, -0.54733], [0.25052, 5.13801, -0.32822], [1.28668, 4.31194, -0.10135], [1.08495, 2.88191, -0.05593], [-0.05902, 2.27810, -0.22837], [-1.15356, 3.09331, -0.50047], [-2.34950, 2.60593, -0.73826], [0.34948, 6.21417, -0.35625], [2.28629, 4.68694, 0.06486], [1.92871, 2.23166, 0.13430]],
  "atomic_forces_ev_per_a": [[0.18, -0.01, 0.14], [0.06, -0.04, 0.03], [-0.15, 0.15, -0.08], [0.37, -0.04, -0.01], [-0.06, -0.04, -0.05], [0.01, 0.00, 0.03], [0.12, -0.01, 0.07], [-0.07, -0.03, 0.00], [-0.15, 0.03, 0.22], [0.15, -0.03, -0.07], [-0.15, 0.13, -0.09], [0.08, -0.11, -0.09], [0.00, -0.02, -0.01], [0.01, 0.08, -0.01], [-0.04, 0.01, -0.09], [-0.01, 0.00, 0.04], [0.03, -0.01, 0.00], [-0.01, 0.00, -0.01], [0.00, 0.00, 0.00], [-0.43, 0.04, -0.15], [-0.12, -0.04, 0.02], [0.14, -0.03, 0.09], [0.04, 0.07, -0.02], [-0.04, -0.03, -0.05], [0.03, 0.00, 0.01], [-0.06, -0.05, -0.01], [0.05, 0.01, 0.03], [0.01, -0.02, 0.04], [0.00, 0.00, -0.01], [-0.02, 0.01, 0.00], [0.01, -0.01, 0.01], [-0.01, -0.01, 0.00], [0.01, 0.01, -0.01], [0.00, 0.02, -0.01], [0.01, -0.03, -0.01], [-0.22, 0.13, -0.06], [0.11, 0.02, 0.03], [0.24, 0.28, 0.02], [-0.40, -0.05, -0.07], [0.05, -0.51, 0.04], [0.13, 0.47, -0.04], [-0.16, -0.02, 0.04], [0.16, -0.27, 0.02], [0.13, -0.08, 0.07], [-0.03, 0.00, -0.01], [0.01, -0.03, 0.00], [0.01, 0.02, 0.01]],
  "nbo_charge": [1.210, -0.617, 0.772, -0.812, -0.283, -0.094, -0.057, -0.124, -0.097, 0.484, -0.734, 0.537, -0.376, -0.397, 0.538, -0.390, -0.382, 0.274, 0.276, -0.513, 0.602, -0.458, -0.234, -0.084, -0.514, -0.081, -0.233, 0.210, 0.244, 0.212, 0.173, 0.207, 0.173, 0.204, 0.226, 0.995, -0.608, 0.130, -0.147, -0.253, 0.143, -0.477, 0.253, -0.633, 0.241, 0.242, 0.251],
  "multiplicity": 2,
  "homo_lumo_gap_ev": [6.3, 6.1],
  "e_homo_ev": [-8.4, -8.2],
  "total_energy_ha": -5193.0469,
  "de_lowest_kcal_mol": 5.9
}

3.
{
  "formula": "C17H13N15O6SY",
  "method": "ωB97M-V/def2-TZVPD",
  "elements": ["Y", "C", "C", "N", "N", "C", "N", "S", "C", "C", "C", "C", "C", "N", "H", "H", "H", "H", "H", "H", "H", "H", "H", "N", "C", "N", "N", "N", "N", "C", "N", "N", "N", "N", "H", "O", "C", "O", "C", "C", "C", "C", "C", "C", "N", "O", "O", "N", "O", "O", "H", "H", "H"],
  "coordinates": [[-0.11322, -0.07547, 0.27788], [3.73527, 1.58191, 2.53093], [2.57202, 0.77371, 2.05722], [1.91657, 1.04148, 0.98570], [2.39180, 2.01722, 0.18384], [1.49605, 2.62333, -0.57815], [2.00433, 3.33004, -1.61621], [-0.18910, 2.72223, -0.23946], [2.13407, -0.42101, 2.80498], [2.82630, -0.85614, 3.92813], [2.43255, -2.02206, 4.56260], [1.36546, -2.73709, 4.05249], [0.72175, -2.23475, 2.93504], [1.07162, -1.09937, 2.33131], [3.87399, 2.42673, 1.86479], [4.65456, 0.99084, 2.54634], [3.54855, 1.94927, 3.54342], [2.90159, 3.03824, -1.96824], [1.33441, 3.68875, -2.27243], [3.67341, -0.29053, 4.29009], [2.96448, -2.37426, 5.43809], [1.03142, -3.66312, 4.49957], [-0.10569, -2.77201, 2.49732], [-2.11169, -0.07707, -2.83693], [-0.73584, -0.24155, -2.92899], [-0.11240, -0.44410, -4.06634], [1.19872, -0.50902, -3.72973], [1.34534, -0.34965, -2.46208], [0.11983, -0.17066, -1.90600], [-2.70482, 0.39291, -1.69487], [-3.84865, 1.03966, -1.60771], [-3.97612, 1.39468, -0.29407], [-2.92457, 0.95376, 0.30992], [-2.11404, 0.25977, -0.50191], [-2.60324, 0.05869, -3.70248], [-1.46279, -4.27218, -0.34678], [-1.38326, -3.20107, 0.22836], [-0.50408, -2.27862, 0.04865], [-2.41367, -2.90257, 1.30906], [-3.37824, -3.85104, 1.61294], [-4.32054, -3.55509, 2.57516], [-4.35175, -2.34375, 3.23942], [-3.37853, -1.41079, 2.94066], [-2.40024, -1.70533, 1.99767], [-3.26035, -0.20201, 3.75273], [-4.30340, 0.14037, 4.22410], [-2.54607, 1.13798, 1.52997], [-5.32065, -4.58570, 2.93836], [-6.11270, -4.31496, 3.82051], [-5.18032, -5.69376, 2.46308], [-3.38304, -4.79861, 1.09292], [-5.10271, -2.13229, 3.98598], [-1.60728, -0.99283, 1.81217]],
  "atomic_forces_ev_per_a": [[1.53, -0.34, 1.37], [0.04, -0.02, 0.06], [0.05, -0.16, 0.14], [-0.05, 0.53, -0.02], [0.41, -0.07, -0.46], [-0.11, 0.06, 0.46], [-0.04, 0.07, -0.02], [0.14, -0.12, -0.02], [-0.01, 0.06, -0.05], [0.09, -0.02, 0.12], [0.05, 0.02, 0.03], [0.00, -0.01, 0.03], [0.00, 0.07, -0.06], [0.05, -0.07, 0.08], [0.00, 0.01, 0.00], [-0.01, 0.00, 0.01], [0.04, -0.02, -0.01], [0.00, 0.00, 0.02], [0.01, 0.00, -0.04], [-0.04, -0.02, 0.00], [-0.01, 0.02, -0.02], [0.00, 0.02, -0.03], [-0.01, 0.01, -0.03], [-0.01, -0.14, 0.13], [0.09, 0.16, -0.04], [0.22, -0.05, -0.17], [-0.16, 0.06, 0.11], [-0.14, -0.06, -0.16], [0.06, -0.13, -1.19], [-0.05, -0.01, 0.09], [-0.09, 0.14, 0.27], [0.29, -0.15, -0.10], [-0.18, 0.00, -0.14], [-1.64, 0.45, -0.72], [-0.01, 0.03, -0.04], [0.12, 0.07, -0.01], [0.13, -0.08, -0.11], [-0.11, 0.12, 0.30], [-0.01, 0.13, -0.08], [-0.17, -0.15, -0.12], [-0.25, 0.09, -0.21], [-0.25, 0.04, 0.04], [0.31, -0.30, -0.01], [-0.05, 0.00, 0.23], [0.14, -0.09, -0.22], [-0.14, 0.21, 0.20], [-0.06, -0.15, -0.39], [0.85, -0.33, 0.93], [-0.29, 0.18, -0.32], [-0.28, 0.10, -0.38], [0.04, 0.03, 0.00], [0.01, -0.02, 0.01], [-0.50, -0.13, 0.51]],
  "nbo_charge": [1.956, -0.683, 0.197, -0.316, -0.456, 0.303, -0.790, -0.335, 0.197, -0.248, -0.139, -0.268, 0.099, -0.517, 0.266, 0.221, 0.221, 0.396, 0.402, 0.225, 0.217, 0.227, 0.220, -0.584, 0.466, -0.376, -0.093, -0.102, -0.585, 0.498, -0.355, -0.081, 0.356, -0.562, 0.425, -0.631, 0.780, -0.849, -0.170, -0.129, 0.003, -0.174, -0.003, -0.037, 0.180, -0.276, -0.572, 0.535, -0.384, -0.373, 0.275, 0.261, 0.165],
  "total_charge": -1,
  "multiplicity": 1,
  "homo_lumo_gap_ev": 6.9,
  "e_homo_ev": -5.6,
  "total_energy_ha": -2364.9642,
  "de_lowest_kcal_mol": 63.8
}

4.
{
  "formula": "C17H13N7OS2",
  "method": "ωB97M-V/def2-TZVPD",
  "elements": ["O", "C", "N", "C", "N", "C", "N", "S", "C", "C", "C", "C", "C", "C", "H", "H", "H", "H", "H", "H", "C", "H", "H", "S", "C", "N", "N", "N", "N", "C", "C", "C", "C", "C", "C", "H", "H", "H", "H", "H"],
  "coordinates": [[0.58416, 3.42439, -0.05873], [-0.24936, 2.56782, 0.08242], [-1.57221, 2.83963, -0.21919], [-2.63618, 1.99177, -0.20474], [-2.62192, 0.73131, 0.06850], [-3.87705, 0.21461, -0.02910], [-4.84313, 1.03769, -0.35510], [-4.27034, 2.54426, -0.58336], [-4.10752, -1.19803, 0.21061], [-3.02356, -2.06127, 0.36688], [-3.24289, -3.40757, 0.58575], [-4.53600, -3.90166, 0.65279], [-5.61581, -3.04593, 0.49589], [-5.40734, -1.69902, 0.27386], [-6.23511, -1.01877, 0.14739], [-6.62282, -3.43294, 0.54610], [-4.70315, -4.95477, 0.82480], [-2.40195, -4.07500, 0.70079], [-2.02098, -1.66857, 0.30205], [-1.74650, 3.78788, -0.53244], [0.01297, 1.17944, 0.59570], [-0.53779, 1.00577, 1.52029], [-0.27410, 0.42007, -0.13457], [1.79055, 0.96333, 0.92570], [2.09003, -0.33463, -0.17298], [1.15834, -0.96843, -0.86190], [1.78474, -1.88101, -1.58557], [3.03006, -1.85410, -1.39464], [3.29767, -0.88488, -0.49745], [4.61080, -0.60344, -0.10052], [4.88660, 0.15352, 1.03042], [6.20406, 0.40197, 1.37286], [7.23828, -0.10337, 0.60367], [6.95565, -0.86784, -0.51724], [5.64582, -1.12055, -0.87481], [5.40469, -1.71379, -1.74248], [7.75820, -1.26739, -1.11809], [8.26280, 0.09594, 0.87841], [6.41895, 0.99289, 2.24988], [4.08736, 0.54008, 1.64198]],
  "atomic_forces_ev_per_a": [[0.03, 0.14, 0.00], [0.06, -0.06, -0.02], [0.01, 0.58, -0.14], [-1.22, 0.19, -0.25], [0.61, 0.06, 0.07], [-0.55, 1.04, -0.29], [-0.54, -0.67, 0.02], [0.98, -0.20, 0.23], [-0.09, -0.69, 0.13], [-0.15, 0.18, -0.03], [0.00, -0.13, 0.03], [0.03, -0.03, 0.01], [-0.06, -0.04, 0.00], [0.17, 0.10, -0.01], [-0.09, 0.04, -0.01], [-0.08, -0.02, 0.01], [-0.01, -0.08, 0.01], [0.07, -0.05, 0.00], [0.11, 0.02, 0.00], [0.18, -0.15, 0.08], [0.76, -0.20, 0.12], [-0.02, -0.06, -0.14], [-0.09, 0.14, 0.21], [-0.12, 0.32, 0.21], [0.23, -0.42, -0.30], [-0.21, 0.76, 0.71], [-0.10, -0.67, -0.69], [1.00, -0.60, -0.30], [-1.80, 0.46, 0.22], [0.89, 0.04, 0.09], [-0.20, -0.10, -0.14], [0.09, 0.00, -0.03], [0.05, 0.04, 0.07], [-0.05, 0.02, 0.05], [-0.08, 0.03, -0.02], [0.03, -0.01, -0.04], [0.06, -0.04, -0.06], [0.08, 0.02, 0.03], [0.01, 0.05, 0.08], [0.04, 0.00, 0.10]],
  "nbo_charge": [-0.556, 0.685, -0.623, 0.247, -0.529, 0.379, -0.635, 0.571, -0.136, -0.115, -0.231, -0.194, -0.215, -0.159, 0.231, 0.215, 0.214, 0.217, 0.222, 0.424, -0.660, 0.265, 0.324, 0.325, 0.170, -0.356, -0.036, -0.067, -0.233, 0.204, -0.251, -0.192, -0.209, -0.192, -0.234, 0.246, 0.220, 0.218, 0.220, 0.226],
  "multiplicity": 1,
  "homo_lumo_gap_ev": 9.0,
  "e_homo_ev": -8.8,
  "total_energy_ha": -1910.5304,
  "de_lowest_kcal_mol": 0.0
}